No. 1
The following is a quantum chemistry calculation of a structure of composition C3H4AgO2 at a distorted geometry, from OMol25.

Output
Total energy in Ha: -413.21093
Spin multiplicity: 2
Relative energy (zero: lowest compared OMol25 entry of this formula, charge and spin) in kcal per mole: 0.00
Gap between HOMO and LUMO (spin up / spin down) in eV: 9.91 / 5.53
Total charge: +2
E_LUMO (spin up / spin down) in eV: -11.4 / -15.3

XYZ file:
```
10
Properties=species:S:1:pos:R:3:mulliken_charge:R:1
Ag -0.063 -0.556 0.922 1.004
C 0.821 -0.098 -1.388 -0.228
O -0.989 1.116 1.694 -0.438
H 1.631 -1.980 -0.801 0.377
O -1.904 2.179 3.194 -0.049
H -0.015 0.442 -1.842 0.348
H 1.718 0.474 -1.134 0.356
C -1.866 1.866 2.070 0.618
H -0.103 -2.011 -1.516 0.383
C 0.770 -1.432 -1.198 -0.371
```

***

No. 2
The following is a quantum chemistry calculation of a structure of composition C43H54LiN5O2P4 at a distorted geometry, from OMol25.

Output
Total energy in Ha: -3468.23426
Relative energy (zero: lowest compared OMol25 entry of this formula, charge and spin) in kcal per mole: 27.88
Gap between HOMO and LUMO in eV: 6.93
E_LUMO in eV: -0.7

XYZ file:
```
109
Properties=species:S:1:pos:R:3:mulliken_charge:R:1
C 0.297 -4.552 -1.518 -1.094
N -0.975 3.596 0.332 0.346
C 0.973 -2.814 2.129 -0.449
H 2.361 4.119 3.607 0.476
H -4.492 1.868 2.625 0.478
O 2.208 -0.697 -0.396 -0.578
H 5.769 -1.053 1.170 0.539
C 0.558 5.240 -1.785 -1.767
C 2.549 -3.130 -2.189 -1.518
H 1.608 5.267 -1.508 0.319
H 2.130 1.863 -0.056 -0.479
C 0.285 -1.663 2.515 0.370
C 2.899 -0.497 3.674 -0.352
H -2.726 -0.763 1.282 0.143
H 4.349 -0.796 5.210 0.446
C 1.211 3.872 -3.781 -1.750
H 3.023 -2.211 -2.546 0.454
C -3.193 -2.273 -1.770 -1.935
C 2.109 -3.841 -4.441 -0.981
C 0.230 4.001 -2.613 1.701
P -1.753 0.036 -1.356 1.541
H 1.144 -4.937 2.293 0.458
H -0.881 -2.629 -3.610 0.343
P 0.407 2.366 -1.650 0.229
C 0.150 -5.046 -3.864 -0.973
H -2.743 0.037 -3.583 0.587
C -2.779 -1.589 0.578 -1.803
H -3.507 -2.313 0.941 0.656
H -1.597 3.010 4.759 0.650
C 0.213 -2.670 -3.568 -1.212
H 0.918 3.054 -4.439 0.382
C 0.626 1.291 2.880 0.730
H 2.087 -0.333 4.372 0.387
H 1.479 3.500 0.224 0.426
H -3.953 -2.986 -1.449 0.550
H -1.406 -0.941 3.633 0.220
H 2.388 -4.610 -5.170 0.307
C 4.172 -0.753 4.144 -0.837
H 3.063 -3.423 -1.268 0.514
C 2.651 -0.442 2.303 0.013
O 4.381 -0.590 -0.855 -0.826
H -1.921 4.164 -2.347 0.268
H -0.790 -4.645 -1.401 0.387
H -2.226 -2.777 -1.769 0.178
H -1.802 -2.075 0.539 0.002
C -2.411 0.809 -2.892 -1.762
H 2.219 3.672 -3.420 0.321
C 0.370 3.699 4.285 -0.917
H 6.211 -1.153 3.626 0.403
N 0.656 -3.784 -4.379 0.137
C 4.978 -0.911 1.893 -0.676
H 1.234 4.790 -4.367 0.476
H -4.554 0.411 -0.086 0.178
H -3.434 -1.963 -2.786 0.381
C 1.542 3.415 3.603 -0.747
H -1.291 5.029 -3.751 0.545
H -2.094 -3.143 4.414 0.461
C 1.670 2.220 2.928 -0.500
C -4.535 -0.408 -0.797 -1.967
C -1.888 1.484 -0.269 -0.656
H 0.390 -5.830 -4.590 0.284
C -1.939 3.688 1.272 -0.151
C -0.832 -1.801 3.330 -0.252
C -1.194 4.121 -3.157 -1.724
C -2.840 2.608 1.472 -0.267
C -0.943 2.535 -0.424 0.123
C -0.571 1.632 3.497 -0.453
C 2.176 -5.443 -2.712 -0.993
H -0.047 5.271 -0.881 0.163
N 0.725 -5.432 -2.586 0.133
N 2.720 -4.180 -3.170 0.233
C -2.035 4.832 2.084 -0.188
H -3.222 1.507 -2.685 0.528
H 0.278 4.618 4.845 0.407
H 0.761 -4.888 -0.582 0.333
H 2.632 3.176 -1.118 0.671
C -3.165 -1.081 -0.810 2.145
H -1.352 5.647 1.902 0.486
N -2.779 1.513 0.687 0.158
P 0.765 -2.746 -1.772 1.519
P 0.928 -0.127 1.743 2.507
H 0.608 -1.740 -3.998 0.463
H -1.438 3.282 -3.805 0.360
C 3.445 -0.652 -0.076 -0.973
H -0.810 -5.155 3.787 0.385
C -0.510 -4.182 3.424 -0.845
C 1.799 2.784 -0.534 -0.826
C 5.217 -0.955 3.252 -0.676
C -2.974 4.878 3.079 -0.617
H -4.580 3.859 4.085 0.404
H 2.601 1.995 2.423 0.443
C 0.586 -4.059 2.584 -0.642
H -4.794 -0.029 -1.782 0.351
C -3.801 2.687 2.496 -0.275
H 2.442 -6.216 -3.442 0.294
H -3.036 5.749 3.716 0.416
H -1.587 1.347 -3.356 0.231
H -1.438 0.992 3.415 -0.134
C 3.695 -0.668 1.415 0.773
C -1.221 -3.052 3.782 -0.739
C -0.680 2.801 4.230 -0.824
Li 0.667 -0.223 -0.919 1.713
H -0.938 -4.978 -3.761 0.434
H 1.823 -2.718 1.466 0.232
H 0.342 6.132 -2.374 0.574
C -3.853 3.802 3.289 -0.776
H 2.489 -2.872 -4.775 0.402
H -5.290 -1.140 -0.511 0.571
H 2.616 -5.694 -1.743 0.394
```

***

No. 3
The following is a quantum chemistry calculation of a cluster of 11 separate species, C45H73ClN10O7S in total at a distorted geometry, from OMol25.

Output
Total energy in Ha: -3690.77300
SMILES string: C#C[C@@]1(CCCCCCCOC)[C@@H](CCCS(=O)(=O)O)C(=O)O[C@]1(Cl)CCCCCCCOC.CC#N.CC#N.CC#N.CC#N.CC#N.CC#N.CC#N.CC#N.CC#N.CC#N
Gap between HOMO and LUMO in eV: 9.41
E_LUMO in eV: -0.2

XYZ file:
```
137
Properties=species:S:1:pos:R:3:mulliken_charge:R:1
H 4.025 -4.551 -0.847 -0.358
H 2.503 0.617 2.630 0.001
H 1.406 0.311 0.334 -0.328
H -7.900 1.355 1.763 0.140
H -2.795 -2.370 3.398 0.700
H -1.400 4.672 -4.138 0.330
N -1.104 6.676 -5.137 -0.468
H 0.922 -3.316 3.721 0.277
H 2.044 -4.963 2.870 0.179
C -0.748 -1.876 3.975 -1.197
C 0.015 1.803 1.378 -0.245
C 4.010 -1.287 -0.133 -0.472
H -0.616 -0.959 4.624 0.306
H 5.532 -0.517 1.245 0.339
H -11.564 7.629 2.053 0.277
C 8.880 2.031 -3.579 -0.651
C -6.399 6.068 0.782 -0.440
H -9.271 0.506 2.508 0.296
H 0.086 -1.998 -4.979 0.354
C 1.905 -6.920 0.206 -0.560
C -11.540 6.254 3.666 0.251
C -4.307 -0.905 0.834 -0.654
H 2.489 -7.864 -0.004 0.229
C -1.938 -1.784 2.953 -0.579
H 9.183 2.107 -4.623 0.277
C -7.661 6.538 0.158 0.336
H 1.011 -1.017 -3.824 0.244
O -5.496 2.988 -1.215 -0.311
H 1.269 -3.218 0.020 -0.247
H 1.430 -1.621 3.916 0.315
H 8.338 1.096 -3.433 0.192
N 0.386 4.531 -1.519 -0.451
C 9.508 -2.434 -4.932 0.253
C 8.973 -1.705 0.165 -0.949
C 10.076 2.062 -2.701 0.306
C -1.778 7.450 -4.623 0.466
H 0.066 2.932 1.435 0.438
H -0.213 -4.643 2.413 0.148
H 9.352 -1.243 1.076 0.359
N 9.884 -1.535 -5.539 -0.399
H -6.486 6.102 1.867 0.289
H 4.841 1.652 1.573 0.342
H 5.726 -7.706 -1.149 0.274
H 0.288 -1.080 1.570 -1.051
C 1.819 -5.149 1.781 -0.069
C 4.408 -0.456 1.172 -0.483
C 0.911 -2.007 -4.268 -0.920
H -5.277 -0.562 1.281 0.325
H -5.572 6.707 0.472 0.274
H 4.867 -3.243 -1.832 0.299
N 6.972 -0.288 -0.790 -0.410
C -1.811 0.992 3.156 0.283
H 5.575 -6.679 0.292 0.219
H -6.303 0.360 -0.459 -0.413
H -4.860 -1.984 -1.067 0.492
H 8.221 2.865 -3.339 0.277
N 7.104 -4.938 -1.893 -0.358
N -8.949 -0.714 -0.405 -0.428
C 0.668 -2.270 3.377 -0.830
H 0.826 -7.106 -0.068 0.297
H 0.414 0.458 3.084 -0.180
H -2.430 8.480 -2.890 0.270
H 1.661 2.060 -0.045 0.648
H -1.754 -2.274 1.954 -0.049
C -3.848 -0.333 3.538 -2.176
Cl -2.166 1.523 4.884 -0.195
H -6.192 5.043 0.473 -0.004
H 4.004 -1.015 2.058 0.377
H 8.634 -2.716 0.390 0.247
C -2.648 8.451 -3.958 -0.827
C -4.518 -0.954 -0.749 -1.009
H 2.910 -1.210 -0.371 0.127
H -2.470 9.437 -4.385 0.328
H 1.833 -2.256 -4.794 0.302
C 6.253 -7.010 -0.496 -0.816
H -3.695 8.184 -4.101 0.270
O -3.329 1.693 -1.598 -0.505
C -2.518 -0.336 2.660 1.989
O -2.548 1.999 2.395 -0.385
H -2.353 5.425 -2.848 0.052
C 7.845 -0.906 -0.373 0.468
H -6.143 3.362 -1.844 0.307
O -5.000 1.735 -3.312 -0.718
H 0.000 2.140 3.545 0.688
C 4.001 1.070 1.101 -1.149
H 2.663 2.396 2.338 0.433
O -4.677 2.000 1.401 -0.533
H -4.133 -1.981 1.138 0.422
C 0.877 -2.008 1.845 3.223
N 0.450 -3.787 -2.384 -0.413
H -3.517 -0.802 -1.231 0.384
C -5.559 0.104 -1.271 -0.096
N -8.637 6.901 -0.327 -0.420
N -11.758 5.985 4.761 -0.351
H 4.597 -0.977 -1.043 0.633
C 4.061 -3.450 -1.072 0.007
H -2.295 0.111 0.442 0.511
H -0.479 -2.935 0.295 0.291
C -3.632 1.487 1.637 0.298
H 8.345 -3.254 -3.361 0.051
C 9.021 -3.595 -4.144 -0.480
H 9.863 -4.113 -3.686 0.273
H -0.780 1.574 0.622 -0.392
H 3.071 -3.127 -1.526 0.031
H -5.531 -0.808 5.007 0.509
H 3.883 1.380 0.021 0.357
C -4.791 -0.425 4.279 0.294
C 0.651 -3.011 -3.207 0.458
H 1.954 -1.729 1.641 -1.563
C -3.091 0.032 1.235 -0.357
C 1.407 1.337 0.791 -0.361
H 8.489 -4.288 -4.794 0.307
C -1.717 4.578 -3.102 -0.392
C 6.725 -5.842 -1.279 0.399
C 0.353 -4.611 1.431 -0.654
H -6.191 -0.292 -2.118 0.544
H -10.192 6.504 2.049 0.029
H 2.303 -6.085 -0.433 0.148
H -1.012 -2.692 4.715 0.509
C -0.531 4.552 -2.210 0.471
H 2.582 -4.573 1.184 0.081
O 1.940 -6.572 1.598 -0.494
C -0.293 1.294 2.854 -0.376
H -0.206 -5.295 0.736 0.380
H 7.103 -7.520 -0.043 0.331
S -4.771 1.652 -1.861 1.066
H -2.288 3.656 -2.986 -0.056
C 2.609 1.396 1.811 0.020
H -9.564 1.841 1.375 0.283
O 4.308 -2.680 0.105 -0.410
H -11.808 5.934 1.588 0.255
H 9.776 -1.753 -0.571 0.319
C 0.491 -3.160 0.839 -0.039
C -8.916 0.994 1.600 -0.605
C -8.935 0.031 0.470 0.387
C -11.258 6.602 2.251 -0.481
N 11.000 2.086 -2.021 -0.407
```

***

No. 4
The following is a quantum chemistry calculation of a cluster of 3 separate species, C26H41N5O5 in total at a distorted geometry, from OMol25.

Output
Total energy in Ha: -1665.14768
SMILES string: CC(=O)N(C)CCCCc1nnc(CCCc2ccccc2)nn1.CCOC(C)=O.CCOC(C)=O
Relative energy (zero: lowest compared OMol25 entry of this formula, charge and spin) in kcal per mole: 64.65
Gap between HOMO and LUMO in eV: 7.81
E_LUMO in eV: -0.5

XYZ file:
```
77
Properties=species:S:1:pos:R:3:mulliken_charge:R:1
C 3.913 7.886 2.915 -0.419
O 4.260 6.715 2.167 -0.381
C -2.135 -2.017 0.758 -0.721
H 2.459 1.461 1.419 0.445
H 4.609 3.036 -3.294 0.341
C -4.174 -1.333 -2.414 -0.845
C 0.280 -7.367 2.794 -1.100
H 2.874 6.865 4.522 0.273
C -4.386 1.239 -2.997 -0.481
N -3.631 2.344 -0.917 -0.381
O 0.796 -5.698 1.202 -0.547
H -2.801 -8.319 0.498 0.298
H 0.024 -9.426 1.018 0.370
O -1.335 -2.485 -2.488 -0.554
N -2.664 2.859 -0.183 -0.343
N -1.069 2.463 -2.011 -0.074
H -0.680 3.983 1.009 0.326
H -4.678 1.891 -3.869 0.367
H -2.387 -0.501 -1.458 0.298
C 3.365 5.858 1.649 0.550
H 1.633 -0.348 -0.822 0.350
C -3.245 1.907 -2.138 0.373
H -4.724 -0.451 -4.337 0.351
C -4.004 -0.207 -3.499 -0.770
H 1.192 -7.072 3.313 0.333
C 2.548 1.706 -0.729 0.485
C 1.999 2.163 0.659 -0.248
O -0.276 -7.453 0.399 -0.386
C -1.534 -2.836 -1.342 0.697
C -1.447 2.863 -0.773 0.168
C 2.281 0.404 -1.342 -0.273
C 2.848 0.035 -2.649 -0.583
H -5.330 1.127 -2.386 0.281
H -0.950 -4.362 0.195 0.143
H 1.290 5.640 1.267 0.015
C 3.965 2.280 -2.785 -0.521
H 1.776 5.250 2.933 0.282
H 0.092 1.224 0.136 -0.412
C -3.258 -1.151 -1.142 -0.429
H 0.308 -3.136 -0.125 0.222
H 0.252 -8.454 2.815 0.337
C -2.096 -8.918 1.077 -0.991
C -0.472 -3.767 -0.632 -0.951
H 4.096 0.706 -4.422 0.335
C -0.276 3.422 0.123 -0.177
H -2.124 -8.538 2.100 0.270
H 4.592 7.079 4.793 0.296
H -0.025 -4.509 -1.339 0.388
O 3.729 4.992 0.894 -0.496
H -2.798 -1.308 1.311 0.325
H 0.111 1.920 1.800 0.454
H 4.759 8.568 2.818 0.300
H -0.583 -6.968 3.328 0.251
C 0.316 -6.784 1.405 0.877
H 2.391 3.188 0.927 -0.386
C -0.706 -8.817 0.483 -0.413
N -2.709 -2.412 -0.588 -0.087
H 0.471 4.001 -0.471 0.279
C 0.426 2.114 0.743 0.148
C 3.703 7.560 4.379 -0.948
H 2.663 -0.971 -3.108 0.327
H 3.055 8.395 2.472 0.376
H 1.612 6.937 2.387 0.361
C 1.929 5.937 2.100 -0.590
H -2.981 -0.238 -3.952 0.333
H -5.251 -1.472 -2.100 0.325
H -1.171 -1.457 0.563 0.175
H -1.969 -2.900 1.425 0.267
H -0.727 -9.190 -0.542 0.334
H -3.883 -2.309 -2.902 0.292
N -2.033 1.950 -2.743 -0.398
H -3.844 -0.548 -0.396 0.535
C 3.398 2.632 -1.489 -0.188
H -2.438 -9.954 1.084 0.375
H 3.496 8.466 4.950 0.353
C 3.690 0.975 -3.415 -0.423
H 3.593 3.636 -1.034 0.236
```

***

No. 5
The following is a quantum chemistry calculation of the ion C3H3O4S with charge -1 at a distorted geometry, from OMol25.

Output
Total energy in Ha: -815.22433
Relative energy (zero: lowest compared OMol25 entry of this formula, charge and spin) in kcal per mole: 63.41
Gap between HOMO and LUMO in eV: 6.96
Total charge: -1
E_LUMO in eV: 3.7

XYZ file:
```
11
Properties=species:S:1:pos:R:3:mulliken_charge:R:1
C -1.885 -0.887 0.521 0.547
H 0.229 0.810 0.272 0.429
O -3.106 0.602 -1.348 -0.548
H 1.258 0.424 -1.229 0.216
S -2.177 -0.509 -1.415 0.400
H -0.177 -1.341 1.787 0.435
O -0.651 0.254 -1.658 -0.388
O 0.488 -1.023 -0.092 -0.443
C 0.331 0.198 -0.718 -0.275
C -0.594 -1.199 0.831 -0.656
O -2.966 -0.965 1.115 -0.717
```

***

No. 6
The following is a quantum chemistry calculation of a structure of composition C17H22N3O3PdS2, from OMol25.

Output
Total energy in Ha: -1974.06525
Spin multiplicity: 5
Relative energy (zero: lowest compared OMol25 entry of this formula, charge and spin) in kcal per mole: 6.56
Gap between HOMO and LUMO (spin up / spin down) in eV: 8.99 / 6.01
Total charge: +3
E_LUMO (spin up / spin down) in eV: -8.7 / -11.7

XYZ file:
```
48
Properties=species:S:1:pos:R:3:mulliken_charge:R:1
H -2.704 -0.163 0.939 0.249
C -0.698 1.387 2.999 -0.847
C -2.330 3.178 -0.065 0.392
H 2.321 1.761 -1.487 0.485
C -1.732 -1.426 -1.355 -0.535
H 7.124 -3.226 -0.299 0.443
H -1.121 1.196 -4.150 0.363
O -1.137 -1.105 -0.076 -0.130
C 6.983 -1.422 -1.508 0.388
H 1.888 -1.448 1.087 0.414
N -1.538 2.325 -0.034 -0.346
C 4.162 0.781 -1.002 -0.664
C 7.675 -1.675 -3.793 -0.473
C 7.238 -2.776 -1.275 -0.090
H -2.263 -0.481 -3.178 0.574
O -0.629 0.434 -2.278 -0.053
H 4.765 1.477 -1.569 0.442
H -0.974 2.416 -2.867 0.293
H 7.096 0.195 -2.959 0.424
C -1.141 -0.876 2.254 -0.713
C -1.916 -0.192 -2.185 -0.564
H -2.644 0.499 -1.748 0.227
H -0.468 -1.730 2.314 0.279
H 7.930 -4.625 -2.249 0.424
H 7.903 -1.340 -4.800 0.422
H -0.723 1.035 4.029 0.324
C 4.739 -0.251 -0.270 0.400
H -1.037 -2.103 -1.845 0.355
C 3.916 -1.077 0.482 -0.603
C 2.792 0.950 -0.945 -0.105
C -2.029 -1.015 1.056 -0.220
H 0.481 1.617 -3.527 0.252
H -2.620 -1.929 1.134 0.501
C 2.553 -0.840 0.490 -0.365
O -0.315 0.298 2.130 -0.026
N 1.999 0.161 -0.201 -0.159
H -1.737 -0.833 3.165 0.492
H -2.685 -1.934 -1.211 0.428
H -1.677 1.781 2.723 0.386
H 4.323 -1.872 1.092 0.445
N 7.850 -2.925 -3.452 0.056
Pd -0.072 0.819 -0.078 0.533
C 7.699 -3.567 -2.325 -0.463
C 7.214 -0.862 -2.764 -0.087
C -0.563 1.486 -3.262 -0.806
S 6.522 -0.390 -0.113 -0.105
S -3.423 4.376 -0.111 0.093
H 0.061 2.157 2.904 0.271
```

***

No. 7
The following is a quantum chemistry calculation of a cluster of 2 separate species, H4O2 in total at a distorted geometry, from OMol25.

Output
Total energy in Ha: -152.86501
SMILES string: O.O
Relative energy (zero: lowest compared OMol25 entry of this formula, charge and spin) in kcal per mole: 6.23
Gap between HOMO and LUMO in eV: 11.47
E_LUMO in eV: 0.5

XYZ file:
```
6
Properties=species:S:1:pos:R:3:mulliken_charge:R:1
H -0.439 0.276 -0.688 0.444
H 0.078 -1.084 -1.257 0.279
O -0.447 -0.281 -1.528 -0.684
H 0.856 -0.040 0.760 0.337
H -0.251 0.426 1.751 0.336
O 0.204 0.702 0.962 -0.712
```

***

No. 8
The following is a quantum chemistry calculation of a structure of composition C3H6N3O5PdSSe at a distorted geometry, from OMol25.

Output
Total energy in Ha: -3585.91891
Gap between HOMO and LUMO (spin up / spin down) in eV: 6.67 / 6.66
Total charge: -1
E_LUMO (spin up / spin down) in eV: 1.0 / 1.0

XYZ file:
```
20
Properties=species:S:1:pos:R:3:mulliken_charge:R:1
O 1.199 -1.717 1.119 -0.591
S 1.245 -0.921 2.346 1.638
H -0.884 2.399 1.846 0.211
H -0.620 2.939 0.286 0.237
N 3.049 -0.600 -1.925 -0.583
N -2.104 1.544 0.496 -0.286
O -3.227 0.305 -1.002 -0.737
C -0.480 -0.578 2.792 -0.776
H -1.035 -0.335 1.891 0.237
Se 1.727 2.017 -1.437 -0.202
H -2.893 2.176 0.373 0.264
H -0.478 0.238 3.503 0.230
C 2.463 0.352 -1.621 0.570
O -1.072 -0.140 -0.699 -0.576
H -0.869 -1.482 3.238 0.389
O 1.845 0.413 2.087 -0.717
O 1.838 -1.592 3.474 -0.663
N -0.871 2.130 0.864 -0.376
C -2.138 0.500 -0.491 0.624
Pd 0.965 0.311 0.095 0.108
```

***

Among the records above, which one has the highest total energy?
H4O2